[1]
The molecule C7H15NO at a distorted geometry. Source: the OMol25 dataset; level of theory: ωB97M-V/def2-TZVPD.

The geometry in XYZ format:
```
24
C7H15NO ωB97M-V/def2-TZVPD
C 1.200 0.782 -2.906
C 0.904 -0.308 -1.623
N 0.402 0.288 -0.323
C 1.415 -0.366 0.614
C 0.022 -0.761 0.712
C -0.234 -2.182 0.365
C -1.111 -0.397 1.500
C -1.126 1.169 1.619
O -1.501 1.870 0.467
H 2.038 1.594 -2.487
H 1.322 -0.081 -3.824
H 0.297 1.456 -3.169
H 1.849 -0.973 -1.309
H 0.073 -0.897 -2.040
H 2.235 -0.758 -0.159
H 1.823 0.309 1.539
H -1.253 -2.669 0.172
H 0.332 -2.643 -0.475
H 0.457 -2.893 1.197
H -1.993 -0.696 0.621
H -1.236 -1.018 2.519
H -0.215 1.652 2.196
H -2.202 1.298 2.134
H -0.752 1.723 -0.072
```

HOMO-LUMO gap (eV): 10.24
Multiplicity: 1
Energy relative to the best compared isomer or geometry (same formula, charge and spin) (kJ/mol): 799.4
Net charge: 0

---

[2]
A cluster of 2 separate species, C7H15NO2 in total at a distorted geometry. Source: the OMol25 dataset; level of theory: ωB97M-V/def2-TZVPD.

The geometry in XYZ format:
```
25
C7H15NO2 ωB97M-V/def2-TZVPD
C -0.531 -2.877 1.693
C -0.157 -1.602 1.799
C -0.989 -0.547 2.458
C 1.220 -1.188 1.428
O 1.612 -0.043 1.427
O 2.001 -2.186 0.977
H -1.539 -3.167 1.950
H 0.108 -3.609 1.226
H -1.265 0.218 1.733
H -0.453 -0.039 3.260
H -1.940 -0.947 2.801
H 2.854 -1.823 0.690
C -0.854 2.855 -1.113
C -0.740 1.335 -1.026
N 0.642 1.154 -1.565
C 0.811 0.277 -2.711
H -1.867 3.253 -1.089
H -0.143 2.767 -2.135
H -0.356 3.408 -0.316
H -0.824 0.985 0.004
H -1.448 0.801 -1.669
H 1.236 0.808 -0.813
H 0.329 0.767 -3.558
H 0.414 -0.730 -2.572
H 1.881 0.131 -2.880
```

HOMO-LUMO gap (eV): 9.00
Multiplicity: 1
Energy relative to the best compared isomer or geometry (same formula, charge and spin) (kJ/mol): 248.5
Net charge: 0

---

[3]
A cluster of 2 separate species, C7H15NO2 in total at a distorted geometry. Source: the OMol25 dataset; level of theory: ωB97M-V/def2-TZVPD.

The geometry in XYZ format:
```
25
C7H15NO2 ωB97M-V/def2-TZVPD
C -1.669 0.028 -0.280
C -2.650 -1.114 -0.457
C 0.140 -0.560 0.953
C 0.114 -0.337 2.300
H -1.958 0.547 0.638
H -1.872 0.809 -1.021
H 0.093 -1.583 0.598
H -2.591 -1.839 0.361
H -2.473 -1.633 -1.406
H -3.695 -0.783 -0.452
H 0.150 0.655 2.732
H -0.298 -1.116 2.927
C 1.040 1.683 0.345
C 2.443 -0.299 0.036
N 1.034 0.223 0.042
C 0.159 -0.091 -1.433
O 0.184 1.028 -2.190
O 0.306 -1.193 -1.905
H 0.158 0.729 -3.114
H 2.849 -0.198 1.039
H 1.328 1.838 1.381
H 1.706 2.200 -0.342
H 0.041 2.080 0.187
H 3.037 0.271 -0.679
H 2.423 -1.346 -0.261
```

HOMO-LUMO gap (eV): 7.92
Multiplicity: 1
Energy relative to the best compared isomer or geometry (same formula, charge and spin) (kJ/mol): 521.5
Net charge: 0

---

[4]
The molecule C7H15NO2S at a distorted geometry. Source: the OMol25 dataset; level of theory: ωB97M-V/def2-TZVPD.

The geometry in XYZ format:
```
26
C7H15NO2S ωB97M-V/def2-TZVPD
C -2.660 1.848 -0.322
S -1.817 1.392 1.046
C -3.028 0.232 1.777
N -1.396 2.652 1.792
C -0.352 0.061 1.060
O 0.086 -0.527 1.994
O -0.010 0.107 -0.178
C 1.190 -0.490 -0.835
C 1.110 -2.020 -0.479
C 1.203 -0.156 -2.295
C 2.412 0.097 -0.140
H -1.958 2.440 -1.001
H -3.195 1.094 -0.779
H -2.652 -0.469 2.483
H -3.884 0.714 2.226
H -3.140 -0.215 0.811
H -0.781 2.588 2.676
H 0.866 -2.033 0.554
H 0.244 -2.454 -0.965
H 1.953 -2.712 -0.529
H 0.627 -0.780 -2.955
H 2.151 -0.256 -2.589
H 0.836 0.857 -2.400
H 2.750 1.102 -0.225
H 2.273 -0.085 0.950
H 3.182 -0.596 -0.370
```

HOMO-LUMO gap (eV): 8.59
Multiplicity: 1
Energy relative to the best compared isomer or geometry (same formula, charge and spin) (kJ/mol): 456.0
Net charge: 0

---

[5]
A structure of composition C7H15NO2S at a distorted geometry. Source: the OMol25 dataset; level of theory: ωB97M-V/def2-TZVPD.

The geometry in XYZ format:
```
26
C7H15NO2S ωB97M-V/def2-TZVPD
C 1.481 1.224 -0.374
C -1.082 1.051 -1.110
C -0.214 0.786 1.903
C -1.612 -0.947 0.846
C 0.836 -1.222 1.329
C 0.662 -1.014 -1.792
C 0.078 0.326 -0.470
N -0.252 -0.295 0.811
O 2.145 1.075 0.627
O 1.613 1.967 -1.333
S 0.703 -0.095 -3.375
H -1.683 1.677 -0.403
H -1.813 0.262 -1.525
H -0.608 1.711 -1.966
H 0.134 1.734 1.447
H -1.221 1.060 2.277
H 0.546 0.424 2.574
H -1.814 -1.878 0.086
H -1.815 -1.313 1.782
H -2.377 -0.148 0.677
H 0.992 -2.070 0.654
H 1.764 -0.617 1.398
H 0.574 -1.491 2.348
H 1.581 -1.310 -1.457
H -0.179 -1.821 -1.997
H 1.562 0.923 -2.958
```

HOMO-LUMO gap (spin up / spin down) (eV): 4.18 / 6.04
Multiplicity: 3
⟨S²⟩: 2.01
Energy relative to the best compared isomer or geometry (same formula, charge and spin) (kJ/mol): 383.8
Net charge: 0

---

[6]
A structure of composition C7H15NS2 at a distorted geometry. Source: the OMol25 dataset; level of theory: ωB97M-V/def2-TZVPD.

The geometry in XYZ format:
```
25
C7H15NS2 ωB97M-V/def2-TZVPD
C -2.860 0.512 -0.320
C -2.177 -1.842 0.033
C -0.738 0.007 0.905
C 0.192 -0.015 -0.151
C 1.142 1.137 -0.004
C 2.514 1.022 -0.495
C 3.378 0.005 0.126
H -2.456 1.156 -1.264
H -3.742 -0.303 -0.693
H -3.748 1.455 0.493
H -3.296 -1.942 0.086
H -1.587 -2.716 0.650
H -1.712 -2.096 -1.007
H -0.791 1.143 1.119
H -0.439 -0.410 1.839
H -0.390 0.044 -1.086
H 1.053 1.273 1.186
H 0.596 2.179 -0.204
H 2.589 0.551 -1.606
H 3.099 2.001 -0.752
H 4.559 -0.128 -0.296
H 3.440 0.428 1.397
N -2.020 -0.438 0.367
S 2.547 -1.556 0.424
S 0.848 -1.469 -0.749
```

HOMO-LUMO gap (eV): 8.64
Multiplicity: 1
Energy relative to the best compared isomer or geometry (same formula, charge and spin) (kJ/mol): 627.2
Net charge: 0

---

[7]
A cluster of 2 separate species, C7H15O3P in total at a distorted geometry. Source: the OMol25 dataset; level of theory: ωB97M-V/def2-TZVPD.

The geometry in XYZ format:
```
26
C7H15O3P ωB97M-V/def2-TZVPD
C 3.321 -1.393 -0.637
C 2.627 -1.481 0.804
C -3.156 0.306 -0.531
C -0.914 -0.756 0.064
C -1.680 1.314 1.280
C -1.259 1.363 -1.152
C -1.745 0.575 -0.007
O 2.732 2.164 0.188
O 3.448 -0.026 -0.902
O 2.208 -0.171 1.097
P 2.250 0.898 -0.294
H 4.339 -1.790 -0.641
H 2.561 -1.933 -1.273
H 1.879 -2.286 0.777
H 3.380 -1.750 1.629
H -3.595 1.232 -0.644
H -3.667 -0.422 0.147
H -3.004 -0.242 -1.534
H 0.193 -0.421 0.049
H -1.215 -1.309 0.956
H -1.202 -1.463 -0.832
H -0.560 1.274 1.544
H -2.144 2.341 1.238
H -2.298 0.918 2.031
H -0.703 0.844 -1.900
H -1.797 2.215 -1.458
```

HOMO-LUMO gap (spin up / spin down) (eV): 9.85 / 5.71
Multiplicity: 1
Energy relative to the best compared isomer or geometry (same formula, charge and spin) (kJ/mol): 350.7
Net charge: 0

---

[8]
The molecule C7H15O3PS at a distorted geometry. Source: the OMol25 dataset; level of theory: ωB97M-V/def2-TZVPD.

The geometry in XYZ format:
```
27
C7H15O3PS ωB97M-V/def2-TZVPD
C -1.916 2.097 0.876
C -1.963 0.906 0.309
S -3.422 -0.007 0.392
C -3.471 -1.027 -1.113
P -0.450 0.003 -0.226
O -0.408 -0.401 -1.638
O -0.379 -1.114 0.922
C 0.322 -2.364 0.849
C 1.795 -2.136 0.948
O 0.859 0.949 0.233
C 1.371 1.897 -0.671
C 2.929 1.804 -0.415
H -2.724 2.654 1.249
H -0.866 2.551 1.215
H -4.256 -1.893 -0.934
H -2.479 -1.443 -1.400
H -3.885 -0.484 -2.029
H -0.079 -2.944 1.662
H 0.191 -2.774 -0.262
H 2.134 -1.204 0.541
H 2.246 -2.115 2.095
H 2.428 -2.820 0.314
H 1.159 1.554 -1.716
H 1.030 2.931 -0.312
H 3.448 2.744 -0.624
H 3.155 1.632 0.748
H 3.229 1.004 -1.014
```

HOMO-LUMO gap (eV): 9.31
Multiplicity: 1
Energy relative to the best compared isomer or geometry (same formula, charge and spin) (kJ/mol): 0.0
Net charge: 0

---

What is the energy relative to the best compared isomer or geometry (same formula, charge and spin) in the third record?
521.5 kJ/mol

---

Look up the energy relative to the best compared isomer or geometry (same formula, charge and spin) of the fourth one.
456.0 kJ/mol

---

Which formula does entry 1 have?
C7H15NO